Entry from the OMol25 dataset: a structure of composition ClZn2 at a distorted geometry (ωB97M-V/def2-TZVPD).

Output
Total charge: +3

Element x y z (Å)
1 Zn 14.960 20.387 -20.806
2 Zn 14.451 16.984 -20.675
3 Cl 15.818 18.316 -21.298

Atom charges from the Mulliken analysis, given in e for atoms 1 to 2: Zn 1.43; Zn 1.23

Entry from the OMol25 dataset: a cluster of 2 separate species, C9H14 in total at a distorted geometry (ωB97M-V/def2-TZVPD).

Output
Total charge: 0

Element x y z (Å)
1 C -0.706 0.799 -3.498
2 C 0.118 0.938 -2.199
3 C -0.395 1.797 -1.226
4 C -0.110 1.742 0.143
5 C 0.829 0.795 0.558
6 C 1.583 0.108 -0.440
7 C 1.200 0.128 -1.755
8 H -0.015 1.079 -4.274
9 H -1.371 1.634 -3.566
10 H -1.263 -0.130 -3.511
11 H -1.303 2.377 -1.398
12 H -0.671 2.462 0.675
13 H 1.125 0.572 1.610
14 H 2.326 -0.482 0.073
15 H 1.819 -0.566 -2.418
16 C -1.530 -2.247 3.917
17 C -0.252 -2.755 3.141
18 H -2.222 -3.075 4.166
19 H -1.221 -1.856 4.813
20 H -1.954 -1.537 3.223
21 H 0.244 -3.564 3.596
22 H 0.498 -2.006 2.975
23 H -0.585 -2.908 2.091

Atom charges from the Mulliken analysis, given in e for atoms 1 to 2: C -1.21; C 0.54

Entry from the OMol25 dataset: a structure of composition C7H7INO3S at a distorted geometry (ωB97M-V/def2-TZVPD).

Output
Total charge: -1

Element x y z (Å)
1 C -2.309 0.734 0.291
2 C 1.944 -2.703 -0.393
3 C -2.005 0.521 1.790
4 C 1.013 0.872 -1.201
5 C -0.391 0.246 -1.318
6 C -0.662 -0.114 1.224
7 C 1.784 0.187 -0.073
8 N -1.136 0.217 -0.099
9 O 1.037 -2.918 0.244
10 O -3.292 1.223 -0.186
11 O 2.856 -2.593 -1.104
12 S 1.012 0.707 1.580
13 I 3.877 0.824 -0.041
14 H -1.975 1.332 2.465
15 H -2.698 -0.179 2.184
16 H 1.609 0.898 -2.247
17 H 0.805 1.935 -1.023
18 H -0.913 0.849 -1.936
19 H -0.149 -0.848 -1.616
20 H -0.406 -1.189 1.459

Atom charges from the Mulliken analysis, given in e for atoms 1 to 2: C 0.34; C 0.68

Entry from the OMol25 dataset: the molecule C4H5N3S2 at a distorted geometry (ωB97M-V/def2-TZVPD).

Output
Total charge: 0

Element x y z (Å)
1 H -0.280 0.883 -2.955
2 N 0.113 1.000 -2.030
3 C -0.583 1.338 -1.029
4 C 0.074 1.273 0.361
5 N 0.561 0.290 0.913
6 C 0.784 -1.038 0.770
7 S -0.395 -2.072 -0.159
8 S -2.288 1.858 -1.229
9 C -2.457 2.220 0.463
10 N -2.669 2.647 1.509
11 H 0.181 2.228 0.778
12 H 1.723 -0.988 0.312
13 H 0.862 -1.687 1.690
14 H -0.842 -1.177 -1.044

Atom charges from the Mulliken analysis, given in e for atoms 1 to 2: H 0.24; N -0.47

no.,HOMO level (Eh),DFT total energy (eV),molecular weight (u)
1,-1.071,-109317.3833,166.23
2,-0.330,-9558.6804,122.21
3,-0.105,-33940.8903,312.11
4,-0.335,-30366.8233,159.24